# 1
A structure of composition C49H50Cl2N6O3Ta. Source: the Open Molecules 2025 dataset; level of theory: ωB97M-V/def2-TZVPD.

```
! wB97M-V def2-TZVPD RIJCOSX def2/J DEFGRID3
* xyz 3 1
Ta -0.11 -1.71 0.48
C -2.27 2.51 5.78
C -1.72 3.27 4.55
C -2.83 4.16 3.97
C -0.54 4.15 4.98
C -1.28 2.22 3.55
C -0.04 1.57 3.67
C 0.31 0.57 2.80
N -0.49 0.20 1.78
C -1.67 0.82 1.63
C -2.10 1.80 2.50
C -2.45 0.35 0.48
C -3.42 1.11 -0.13
C -4.10 0.62 -1.26
C -3.79 -0.68 -1.66
C -2.80 -1.38 -1.03
N -2.10 -0.87 0.01
C -5.14 1.47 -1.97
C -5.33 1.01 -3.42
C -6.47 1.29 -1.19
C -4.73 2.95 -1.95
H -2.65 3.23 6.51
H -1.49 1.92 6.27
H -3.09 1.85 5.51
H -3.02 4.99 4.66
H -3.78 3.62 3.86
H -2.55 4.59 3.01
H -0.90 4.95 5.62
H -0.05 4.61 4.11
H 0.21 3.59 5.54
H 0.65 1.84 4.46
H 1.25 0.05 2.90
H -3.07 2.24 2.36
H -3.63 2.10 0.24
H -4.31 -1.15 -2.49
H -2.55 -2.39 -1.34
H -5.77 0.01 -3.49
H -4.39 1.03 -3.98
H -6.03 1.69 -3.92
H -6.82 0.26 -1.24
H -7.23 1.94 -1.64
H -6.36 1.58 -0.14
H -3.70 3.08 -2.31
H -4.82 3.40 -0.96
H -5.39 3.51 -2.62
C -0.63 -6.05 -0.27
C -0.18 -6.14 -1.58
C 0.08 -4.99 -2.32
C -0.08 -3.75 -1.74
C -0.41 -3.64 -0.38
C -0.74 -4.81 0.33
C -0.01 -2.48 -2.50
C -0.04 -2.43 -3.90
C -0.12 -1.21 -4.51
C -0.13 -0.03 -3.75
C -0.21 1.25 -4.36
C -0.19 2.38 -3.60
C -0.07 2.27 -2.19
C -0.01 1.05 -1.58
C -0.06 -0.13 -2.34
N -0.03 -1.39 -1.75
H -0.89 -6.95 0.28
H -0.07 -7.11 -2.05
H 0.40 -5.09 -3.35
H -1.11 -4.75 1.34
H -0.03 -3.34 -4.48
H -0.18 -1.15 -5.59
H -0.27 1.31 -5.44
H -0.25 3.35 -4.06
H -0.01 3.17 -1.59
H 0.15 1.02 -0.51
C 0.09 -3.16 5.78
N -0.37 -2.65 4.49
C -0.02 -3.12 3.31
N 0.81 -4.14 3.17
O -0.57 -2.54 2.26
H -0.05 -2.38 6.52
H 1.16 -3.39 5.75
H -0.48 -4.04 6.08
H -1.10 -1.95 4.47
H 1.21 -4.60 3.97
H 1.12 -4.41 2.26
Cl 7.32 1.06 -1.51
C 6.68 0.05 -2.76
C 7.50 -0.22 -3.84
C 7.10 -1.12 -4.82
C 5.88 -1.76 -4.71
C 5.07 -1.45 -3.64
Cl 3.52 -2.28 -3.52
C 5.41 -0.53 -2.64
N 4.53 -0.32 -1.57
C 4.26 0.89 -0.89
C 4.34 2.12 -1.54
C 4.05 3.29 -0.87
C 3.67 3.26 0.47
C 3.58 2.04 1.11
C 3.87 0.85 0.45
C 3.71 -0.46 1.17
C 2.39 -1.10 0.93
O 1.91 -2.08 1.57
O 1.58 -0.66 0.01
H 8.46 0.26 -3.89
H 7.76 -1.34 -5.65
H 5.56 -2.48 -5.44
H 3.84 -1.04 -1.47
H 4.64 2.14 -2.58
H 4.13 4.24 -1.39
H 3.48 4.18 1.01
H 3.32 2.01 2.17
H 3.79 -0.33 2.25
H 4.47 -1.19 0.89
*
```

F_max ... 1.34 eV Å⁻¹



# 2
A structure of composition C49H50F13MgN5O3S. Source: the Open Molecules 2025 dataset; level of theory: ωB97M-V/def2-TZVPD.

```
! wB97M-V def2-TZVPD RIJCOSX def2/J DEFGRID3
* xyz -2 1
Mg -0.32 -0.08 0.27
C -3.30 -1.57 0.82
N -2.72 -0.21 0.82
C -3.05 0.47 2.09
C -2.21 0.14 3.30
N -2.29 -1.26 3.59
C -2.11 -1.72 4.81
C -2.38 -3.11 5.05
F -2.86 -3.85 4.03
C -2.22 -3.73 6.26
F -2.52 -5.05 6.39
C -1.76 -3.04 7.38
F -1.60 -3.66 8.58
C -1.48 -1.70 7.21
F -1.00 -0.99 8.26
C -1.64 -1.07 5.99
F -1.27 0.25 5.95
C -3.36 0.56 -0.25
C -2.41 1.59 -0.87
N -1.23 1.97 -0.08
C -1.26 3.26 0.34
C -0.10 4.07 0.28
F 1.02 3.56 -0.25
C -0.06 5.40 0.63
F 1.08 6.10 0.49
C -1.20 6.06 1.06
F -1.17 7.37 1.41
C -2.38 5.33 1.10
F -3.51 5.94 1.51
C -2.40 4.00 0.75
F -3.62 3.40 0.85
H -4.39 -1.50 0.91
H -2.91 -2.12 1.68
H -3.05 -2.07 -0.11
H -4.11 0.24 2.31
H -2.98 1.54 1.90
H -2.58 0.80 4.10
H -1.19 0.48 3.09
H -4.28 1.01 0.13
H -3.66 -0.14 -1.04
H -2.97 2.46 -1.20
H -2.01 1.11 -1.76
C 1.52 1.45 4.12
C 1.85 1.93 2.71
C 2.29 3.40 2.79
C 2.95 1.13 2.04
C 4.13 1.02 2.78
C 5.28 0.46 2.25
C 5.26 0.00 0.96
C 4.10 0.05 0.19
C 4.21 -0.52 -1.23
C 4.95 -1.86 -1.27
C 4.94 0.46 -2.16
C 2.92 0.61 0.73
N 1.75 0.63 -0.13
C 1.99 1.28 -1.22
C 1.47 1.15 -2.54
C 2.20 1.89 -3.50
C 2.17 1.64 -4.85
C 1.41 0.53 -5.27
C 0.63 -0.17 -4.40
C 0.51 0.17 -3.00
N -0.40 -0.38 -2.22
C -1.36 -1.19 -2.87
C -1.25 -2.60 -2.73
C -2.23 -3.44 -3.24
C -3.30 -2.93 -3.96
C -3.35 -1.57 -4.18
C -2.42 -0.67 -3.66
C -2.73 0.78 -4.13
C -1.72 1.93 -4.04
C -4.08 1.26 -3.59
C -0.02 -3.21 -2.10
C 1.09 -3.40 -3.15
C -0.28 -4.53 -1.38
H 0.67 2.01 4.51
H 2.36 1.64 4.80
H 1.28 0.40 4.17
H 0.94 1.87 2.10
H 3.11 3.49 3.51
H 1.47 4.02 3.16
H 2.63 3.78 1.84
H 4.14 1.41 3.79
H 6.18 0.40 2.85
H 6.15 -0.43 0.53
H 3.21 -0.68 -1.62
H 6.03 -1.72 -1.21
H 4.73 -2.37 -2.21
H 4.66 -2.52 -0.45
H 5.95 0.64 -1.79
H 4.43 1.42 -2.23
H 5.01 0.04 -3.16
H 2.85 1.96 -1.19
H 2.86 2.67 -3.12
H 2.77 2.22 -5.54
H 1.44 0.23 -6.32
H 0.04 -0.99 -4.77
H -2.15 -4.50 -3.09
H -4.06 -3.58 -4.37
H -4.15 -1.18 -4.80
H -2.88 0.63 -5.21
H -1.38 2.14 -3.03
H -2.22 2.83 -4.40
H -0.85 1.77 -4.66
H -3.98 1.64 -2.57
H -4.83 0.47 -3.57
H -4.46 2.08 -4.21
H 0.36 -2.50 -1.37
H 0.75 -4.07 -3.95
H 1.97 -3.84 -2.68
H 1.38 -2.45 -3.60
H -0.47 -5.34 -2.09
H -1.12 -4.46 -0.70
H 0.60 -4.81 -0.80
F 1.94 -4.13 1.12
C 1.95 -2.79 1.21
F 2.22 -2.31 0.00
F 2.95 -2.45 2.03
S 0.34 -2.17 1.85
O 0.12 -3.05 2.94
O -0.53 -2.24 0.67
O 0.59 -0.75 2.10
*
```

F_max ... 1.32 eV Å⁻¹
ΔE to the lowest compared entry with this formula, charge and spin ... 9.6 kcal per mole



no.,total energy (Eh)
1,-3428.25823
2,-4293.35675